No. 1
{
  "formula": "C7H11N5O3S",
  "method": "wB97M-V/def2-TZVPD",
  "e_homo_ev": [-15.5, -17.0],
  "e_tot_ha": -1170.26048,
  "spin_multiplicity": 3,
  "charge": 2,
  "orbital_gap_ha": [0.318, 0.205],
  "symbols": ["C", "C", "C", "C", "C", "C", "C", "N", "N", "N", "N", "N", "O", "O", "O", "S", "H", "H", "H", "H", "H", "H", "H", "H", "H", "H", "H"],
  "xyz": [[-5.306, -0.251, -0.094], [-2.276, -0.295, 1.340], [-3.249, -0.784, -0.811], [-0.914, -1.131, -0.593], [-3.182, 0.324, 0.194], [5.505, 0.670, 0.110], [3.392, 1.803, -0.155], [-4.564, 0.573, 0.505], [-1.100, -0.770, 0.706], [-4.460, -1.160, -0.921], [-2.178, -1.308, -1.280], [4.057, 0.708, 0.259], [-2.484, -0.284, 2.502], [1.958, -0.499, 0.939], [0.133, -1.377, -1.061], [3.328, -0.637, 0.702], [-6.370, -0.305, -0.104], [-2.761, 1.324, -0.134], [6.043, -0.200, 0.734], [5.949, 0.721, -0.887], [5.885, 1.517, 0.683], [2.313, 1.480, -0.178], [3.433, 2.632, 0.663], [3.810, 2.256, -0.971], [-0.348, -1.024, 1.455], [-4.585, -2.013, -1.483], [-2.028, -1.968, -2.120]],
  "forces_ev_per_a": [[1.8, 0.0, -0.4], [-0.2, 0.8, -1.4], [0.2, 1.9, 1.4], [-1.4, 0.3, 0.9], [-0.3, 0.6, 0.3], [1.9, -1.9, 2.9], [-3.9, 1.2, 2.6], [-0.7, -0.3, 0.7], [1.2, -0.1, 4.0], [-1.7, -1.0, -1.1], [3.7, -2.4, -3.1], [4.7, 4.0, -1.5], [0.1, -0.1, -0.1], [-5.4, 1.9, 0.9], [1.1, -0.6, -1.3], [3.7, -8.2, 1.0], [-0.5, -0.2, 0.0], [0.0, -1.4, 0.1], [-1.7, 1.3, -1.7], [-0.7, -0.1, -0.3], [-0.1, 0.6, -0.2], [0.8, 1.1, -0.5], [0.0, -1.0, -0.7], [0.9, 1.1, -2.4], [-1.5, 0.6, -2.2], [-1.2, 0.5, 0.5], [-0.9, 1.3, 1.7]]
}



No. 2
{
  "formula": "C7H11N5O4",
  "method": "wB97M-V/def2-TZVPD",
  "smiles": "COCCNC(=O)Cn1cnc([N+](=O)[O-])n1",
  "e_homo_ev": -10.0,
  "e_tot_ha": -847.92819,
  "charge": 0,
  "relative_energy_kcal_mol": 0.0,
  "orbital_gap_ha": 0.336,
  "symbols": ["O", "O", "O", "N", "N", "O", "C", "C", "C", "N", "N", "N", "C", "C", "C", "C", "H", "H", "H", "H", "H", "H", "H", "H", "H", "H", "H"],
  "xyz": [[-0.934, 2.029, -1.257], [1.467, -0.852, 4.572], [3.565, -1.075, 3.801], [2.946, 0.576, 1.649], [0.905, 0.903, 2.666], [-1.642, -2.382, -2.202], [-0.660, 1.596, -0.195], [2.365, 1.575, 1.050], [2.027, 0.204, 2.663], [1.116, 1.744, 1.628], [-1.151, 0.338, 0.212], [2.426, -0.633, 3.783], [-1.406, -2.461, -3.591], [0.109, 2.465, 0.862], [-0.980, -1.197, -1.646], [-1.907, -0.500, -0.686], [2.686, 2.211, 0.310], [-0.792, -0.099, 1.048], [-1.925, -1.628, -4.024], [-0.412, -2.547, -3.907], [-1.983, -3.352, -3.836], [-0.561, 2.897, 1.574], [0.567, 3.352, 0.445], [-0.659, -0.487, -2.412], [-0.065, -1.527, -1.088], [-2.451, -1.246, -0.173], [-2.651, 0.098, -1.245]],
  "forces_ev_per_a": [[-0.3, 1.3, -2.3], [2.7, 0.1, -1.2], [-1.5, 0.5, 0.4], [-0.1, -0.6, 1.8], [0.7, -0.1, -1.0], [1.5, 1.8, 0.9], [-0.4, -2.0, 2.8], [-2.5, -2.6, 3.4], [1.5, 2.0, -2.0], [0.9, 0.4, -1.3], [0.9, 1.7, 0.5], [-1.8, -1.1, 0.6], [-2.8, -0.9, 0.8], [-0.5, -0.7, 0.7], [0.4, -1.5, 0.0], [0.0, 0.9, -1.2], [0.9, 1.0, -1.7], [0.0, 0.2, 0.1], [0.1, 0.6, -0.8], [1.7, 0.0, -0.2], [0.3, -0.1, -0.6], [-1.0, -0.1, 0.4], [0.3, -0.3, -0.7], [-0.1, -0.2, -0.2], [-0.6, 0.2, -0.4], [-0.5, -0.7, 1.0], [0.4, -0.1, 0.3]]
}



No. 3
{
  "formula": "C7H11NO",
  "method": "wB97M-V/def2-TZVPD",
  "e_homo_ev": [-8.2, -8.8],
  "e_tot_ha": -403.14740,
  "charge": 0,
  "relative_energy_kcal_mol": 117.1,
  "orbital_gap_ha": [0.247, 0.283],
  "symbols": ["C", "C", "C", "C", "C", "C", "C", "N", "O", "H", "H", "H", "H", "H", "H", "H", "H", "H", "H", "H"],
  "xyz": [[0.266, -0.926, 1.618], [-2.750, -1.588, 1.244], [-1.905, -0.958, 0.387], [-0.600, -0.439, 0.315], [2.047, 1.257, -1.928], [-0.012, 0.471, -0.742], [1.416, 0.836, -0.601], [0.261, 0.111, 2.378], [0.494, -2.075, 1.714], [-3.593, -2.048, 0.711], [-2.586, -1.615, 2.359], [-2.336, -0.931, -0.681], [3.072, 1.351, -1.688], [1.537, 2.169, -2.154], [1.936, 0.433, -2.679], [-0.101, -0.078, -1.684], [-0.694, 1.358, -0.896], [1.619, 1.616, 0.237], [1.832, -0.048, -0.275], [0.097, 1.106, 2.363]],
  "forces_ev_per_a": [[-2.0, 2.5, -2.6], [1.0, 0.4, 0.5], [-1.4, 0.2, -3.0], [1.6, 0.2, 2.6], [-1.1, -1.5, 0.9], [-2.7, 0.6, 0.1], [0.2, 2.1, 1.0], [-0.1, 0.4, 1.0], [1.4, -2.8, 0.8], [0.1, 0.2, 1.0], [-0.3, -0.2, -1.4], [0.5, 0.0, 1.3], [1.2, 0.7, -0.4], [0.2, 0.7, -1.0], [-0.1, 1.0, 0.4], [-0.2, -0.3, -0.1], [0.6, -0.7, 0.1], [-0.5, -1.2, -1.5], [1.6, -1.9, 0.9], [0.1, -0.3, -0.7]]
}



No. 4
{
  "formula": "C7H11NO",
  "method": "wB97M-V/def2-TZVPD",
  "smiles": "COC1=CC=CC[C@H]1N",
  "e_homo_ev": -8.0,
  "e_tot_ha": -403.24913,
  "charge": 0,
  "relative_energy_kcal_mol": 53.2,
  "orbital_gap_ha": 0.324,
  "symbols": ["C", "C", "C", "C", "C", "C", "C", "H", "H", "H", "H", "H", "H", "H", "H", "H", "H", "H", "N", "O"],
  "xyz": [[-2.630, 0.346, -1.237], [-0.389, 0.018, -0.545], [-0.316, 1.268, 0.025], [0.858, 1.664, 0.865], [1.930, 0.901, 1.053], [2.044, -0.473, 0.407], [0.727, -1.027, -0.343], [-3.360, 0.002, -1.984], [-3.139, 0.038, -0.327], [-2.417, 1.414, -1.077], [-1.190, 1.918, 0.132], [0.811, 2.622, 1.359], [2.801, 1.259, 1.667], [2.240, -1.236, 1.170], [2.854, -0.518, -0.369], [0.968, -1.493, -1.272], [-0.127, -1.765, 1.408], [-0.547, -2.505, 0.011], [0.267, -2.128, 0.499], [-1.384, -0.307, -1.441]],
  "forces_ev_per_a": [[-0.1, 0.0, 0.5], [0.7, 2.3, -0.1], [0.3, -1.5, 1.0], [-0.6, -0.4, -0.3], [0.8, -0.4, -0.1], [-0.6, 0.0, -1.4], [0.2, 1.3, 1.7], [0.7, 0.8, -0.4], [0.4, -0.3, 0.6], [-0.8, -0.2, -1.0], [0.6, -0.2, -0.4], [-0.1, 0.2, 0.0], [-1.0, -0.4, -0.6], [0.2, 0.2, -0.2], [-0.4, 0.2, 0.9], [0.4, 0.0, -0.8], [0.7, -0.3, -1.2], [0.1, -0.3, 0.3], [-1.6, 0.0, 0.8], [0.1, -1.1, 0.9]]
}



No. 5
{
  "formula": "C7H11NO",
  "method": "wB97M-V/def2-TZVPD",
  "e_homo_ev": [-7.9, -8.1],
  "e_tot_ha": -403.08045,
  "charge": 0,
  "relative_energy_kcal_mol": 159.1,
  "orbital_gap_ha": [0.283, 0.302],
  "symbols": ["C", "C", "C", "C", "C", "C", "C", "N", "O", "H", "H", "H", "H", "H", "H", "H", "H", "H", "H", "H"],
  "xyz": [[1.865, -0.930, -1.334], [2.755, -0.308, -0.660], [1.186, 0.652, 1.019], [0.196, 0.001, 0.555], [-1.697, 0.851, -0.813], [-2.036, -0.357, 1.245], [-1.144, -0.310, 0.048], [2.414, 0.579, 0.446], [-1.007, -1.511, -0.790], [1.835, -1.306, -2.318], [3.796, -0.200, -0.928], [1.339, 1.098, 2.046], [-2.605, 0.418, -1.153], [-1.919, 1.705, -0.310], [-1.053, 1.176, -1.674], [-1.937, -1.290, 1.854], [-3.081, -0.369, 0.814], [-1.980, 0.514, 1.735], [3.148, 1.220, 0.794], [-0.075, -1.636, -0.577]],
  "forces_ev_per_a": [[-2.1, 0.2, 0.9], [0.5, 3.0, 2.0], [1.6, 0.8, 2.5], [-0.8, -1.3, -2.5], [1.8, -2.3, -2.3], [-2.8, -4.8, -2.0], [1.2, 1.0, -0.8], [3.5, -0.2, -1.2], [-0.9, 1.2, 1.6], [-0.1, -0.8, -0.6], [0.3, -0.1, 0.0], [-1.0, -0.1, -1.1], [-1.0, -0.1, -0.9], [-0.6, 2.3, 2.0], [-0.5, -0.8, 0.7], [0.2, 1.0, -0.3], [0.7, -0.2, 0.7], [0.5, 3.0, 2.3], [-0.8, -1.0, -0.3], [0.4, -0.9, -0.8]]
}



No. 6
{
  "formula": "C7H11NO",
  "method": "wB97M-V/def2-TZVPD",
  "smiles": "C=C/C(C)=C(/C)C(N)=O",
  "e_homo_ev": -9.0,
  "e_tot_ha": -403.20859,
  "charge": 0,
  "relative_energy_kcal_mol": 78.7,
  "orbital_gap_ha": 0.366,
  "symbols": ["C", "C", "C", "C", "C", "N", "C", "C", "O", "H", "H", "H", "H", "H", "H", "H", "H", "H", "H", "H"],
  "xyz": [[0.674, -1.937, -0.813], [2.290, 0.542, 0.427], [-1.620, -0.678, -0.262], [0.198, -0.703, -0.149], [0.807, 0.366, 0.280], [-2.012, 0.142, -1.280], [0.027, 1.566, 1.065], [-1.194, 1.471, 1.480], [-2.226, -1.701, -0.015], [-1.569, 1.035, -1.408], [-2.901, -0.019, -1.726], [0.675, 2.427, 1.122], [1.088, -1.698, -1.791], [1.447, -2.441, -0.222], [-0.101, -2.689, -0.940], [2.565, 1.593, 0.490], [2.847, 0.128, -0.416], [2.626, 0.053, 1.342], [-1.938, 2.167, 1.810], [-1.681, 0.378, 1.008]],
  "forces_ev_per_a": [[0.6, -0.5, 0.2], [0.2, -0.2, -0.5], [3.1, -2.3, -2.3], [-4.3, 0.4, -0.4], [-0.6, 2.3, 2.5], [0.1, 0.5, 0.1], [2.5, -1.5, -2.0], [-2.6, -3.7, -2.0], [0.0, 0.7, 0.8], [0.0, 0.0, 0.0], [-0.1, 0.0, 0.3], [-0.1, 0.3, 0.4], [0.1, -0.1, -0.1], [0.1, 0.2, -0.1], [-0.3, 0.2, 0.0], [-0.1, 0.0, 0.0], [0.0, -0.2, 0.1], [0.1, 0.0, 0.0], [0.2, 0.4, 0.5], [1.0, 3.3, 2.6]]
}



No. 7
{
  "formula": "C7H11NO",
  "method": "wB97M-V/def2-TZVPD",
  "smiles": "C/C=C1/[C@H](N)C[C@@H]2O[C@H]12",
  "e_homo_ev": -8.5,
  "e_tot_ha": -403.14780,
  "charge": 0,
  "relative_energy_kcal_mol": 116.8,
  "orbital_gap_ha": 0.347,
  "symbols": ["C", "C", "C", "C", "C", "C", "C", "H", "H", "H", "H", "H", "H", "H", "H", "H", "H", "H", "N", "O"],
  "xyz": [[-0.397, 3.152, 0.429], [-0.799, 1.643, -0.038], [0.011, 0.544, -0.276], [-0.654, -0.841, -0.758], [0.571, -1.816, -0.951], [1.489, -1.344, 0.108], [1.248, 0.078, 0.431], [-1.181, 3.333, 1.234], [0.531, 3.148, 0.918], [-0.213, 3.899, -0.314], [-1.898, 1.636, -0.337], [-1.225, -0.898, -1.786], [-1.860, -2.279, -0.199], [-0.935, -1.747, 1.148], [0.876, -2.244, -2.094], [0.387, -2.758, -0.387], [2.590, -1.778, 0.330], [2.002, 0.792, 0.855], [-1.440, -1.403, 0.304], [0.895, -1.116, 1.382]],
  "forces_ev_per_a": [[-1.8, -3.4, 1.4], [1.1, 1.1, -1.4], [-2.9, -0.3, 1.1], [1.4, -0.3, -1.5], [0.0, -2.6, -1.3], [5.1, 1.0, 0.8], [0.5, 0.2, 0.9], [0.9, 0.6, -1.3], [1.4, -0.4, 1.0], [-1.0, 0.3, -0.9], [1.7, -0.4, 0.1], [0.7, 0.9, 2.2], [0.6, 1.9, 1.8], [-0.2, 0.7, -1.4], [-0.2, 2.0, 3.2], [-1.0, -0.1, -1.2], [-2.5, 0.8, -1.2], [-0.8, -1.0, -0.4], [-3.1, -2.6, -0.8], [0.3, 1.7, -1.2]]
}



No. 8
{
  "formula": "C7H11NO2",
  "method": "wB97M-V/def2-TZVPD",
  "e_homo_ev": [-7.3, -7.2],
  "e_tot_ha": -478.35921,
  "charge": 0,
  "relative_energy_kcal_mol": 149.1,
  "orbital_gap_ha": [0.256, 0.256],
  "symbols": ["C", "C", "C", "C", "C", "C", "C", "N", "O", "O", "H", "H", "H", "H", "H", "H", "H", "H", "H", "H", "H"],
  "xyz": [[0.722, -1.224, -2.029], [-0.034, -0.852, -0.891], [2.429, 0.464, -2.535], [-1.064, -1.915, -0.488], [-0.892, 2.177, 0.894], [0.382, 0.163, 2.177], [-0.412, 0.719, 0.924], [0.243, 0.201, -0.245], [3.409, 1.080, -2.661], [1.805, -0.519, -2.324], [0.126, -1.843, -2.703], [-1.558, -2.081, -1.459], [-1.883, -1.556, 0.208], [-0.596, -2.886, -0.012], [-1.566, 2.233, 0.096], [-1.309, 2.542, 1.782], [-0.072, 2.832, 0.565], [-0.039, 0.513, 3.074], [1.316, 0.642, 2.300], [0.460, -0.894, 2.253], [-1.467, 0.205, 1.073]],
  "forces_ev_per_a": [[-2.8, -1.9, 1.3], [0.1, -0.7, 1.6], [0.9, 2.3, -0.4], [-0.6, -0.5, 0.5], [3.3, -0.5, -1.3], [-0.7, 2.0, -1.1], [-2.5, -3.2, 2.0], [0.7, 2.4, -0.2], [-0.2, -0.2, 0.2], [0.1, -1.3, -0.8], [1.4, 0.4, -0.9], [-0.1, -0.9, 0.5], [1.2, -0.2, -0.8], [-0.8, 2.0, -1.3], [-1.4, 0.2, -1.1], [-0.6, 0.2, 1.4], [0.0, 0.1, 0.4], [-1.4, 0.3, 1.3], [1.6, 0.2, -0.6], [0.1, -0.9, -0.4], [1.7, 0.4, -0.3]]
}



No. 9
{
  "formula": "C7H11NO2",
  "method": "wB97M-V/def2-TZVPD",
  "smiles": "C=CC(=C)C(C)(C)[N+](=O)[O-]",
  "e_homo_ev": -9.5,
  "e_tot_ha": -478.38438,
  "charge": 0,
  "relative_energy_kcal_mol": 133.3,
  "orbital_gap_ha": 0.363,
  "symbols": ["C", "C", "C", "C", "C", "C", "C", "N", "O", "O", "H", "H", "H", "H", "H", "H", "H", "H", "H", "H", "H"],
  "xyz": [[1.670, 0.372, -2.562], [1.539, -1.059, 0.027], [0.907, 0.733, -1.561], [0.787, -0.002, -0.248], [-1.712, 0.632, -0.149], [-0.591, -0.297, 1.880], [-0.446, 0.514, 0.579], [-0.003, 1.844, 1.024], [0.847, 1.775, 1.839], [-0.565, 2.872, 0.757], [1.774, 1.061, -3.332], [2.080, -0.609, -2.746], [1.273, -1.547, 0.969], [2.243, -1.630, -0.635], [0.526, 1.655, -1.469], [-2.084, -0.366, -0.149], [-2.446, 1.301, 0.209], [-1.429, 0.870, -1.230], [-1.211, 0.222, 2.609], [-1.143, -1.229, 1.659], [0.372, -0.589, 2.395]],
  "forces_ev_per_a": [[-0.4, -0.8, -0.4], [-0.7, -1.2, 0.8], [1.7, -3.2, 2.4], [-1.2, -0.1, -2.3], [0.9, -0.8, -3.4], [0.1, -1.2, 0.6], [2.1, -1.3, 1.2], [-0.9, 0.6, 1.1], [3.1, 0.5, 1.9], [-0.9, 0.7, -1.3], [0.3, 1.0, -1.5], [0.2, -0.1, 0.4], [0.6, -0.2, -0.4], [-0.6, 1.3, 0.6], [-1.3, 3.5, -0.4], [-0.8, -0.8, -0.3], [-0.4, 0.8, 0.6], [-1.0, -0.1, 1.3], [0.0, 0.3, 0.0], [0.3, 0.3, -0.1], [-1.1, 0.7, -0.8]]
}



No. 10
{
  "formula": "C7H11NO3",
  "method": "wB97M-V/def2-TZVPD",
  "smiles": "CC(=O)N1CCC[C@H]1C(=O)O",
  "e_homo_ev": -9.3,
  "e_tot_ha": -553.79073,
  "charge": 0,
  "relative_energy_kcal_mol": 28.4,
  "orbital_gap_ha": 0.364,
  "symbols": ["C", "C", "C", "C", "C", "C", "C", "H", "H", "H", "H", "H", "H", "H", "H", "H", "H", "H", "N", "O", "O", "O"],
  "xyz": [[-2.782, -0.725, 0.064], [-1.366, -1.050, -0.222], [-0.406, 1.159, 0.781], [0.692, 2.089, 0.085], [1.673, 1.116, -0.644], [0.946, -0.339, -0.652], [1.995, -1.430, 0.075], [-3.282, -1.248, 0.909], [-3.040, 0.339, 0.423], [-3.448, -1.027, -0.702], [-0.043, 0.863, 1.828], [-1.424, 1.543, 0.986], [1.258, 2.613, 0.841], [0.184, 2.886, -0.507], [1.570, 1.476, -1.624], [2.784, 0.992, -0.544], [0.765, -0.760, -1.625], [0.658, -2.585, 0.439], [-0.361, -0.074, -0.085], [-1.073, -2.170, -0.620], [1.563, -2.509, 0.681], [3.140, -1.159, 0.111]],
  "forces_ev_per_a": [[-1.8, 2.2, 2.7], [1.5, 0.7, 0.4], [1.7, -0.9, 0.6], [-0.6, -0.5, 1.6], [-1.3, -1.7, -0.9], [1.7, 0.3, 1.4], [-1.6, 2.3, -0.2], [1.2, -0.4, -0.2], [0.7, -1.3, -1.2], [-0.2, 0.0, -1.3], [-0.2, 0.3, -1.3], [0.6, 0.0, -0.9], [-0.1, 0.3, 0.5], [0.6, -1.0, -0.1], [0.1, 0.1, -1.8], [-1.3, 0.5, 1.1], [0.2, 0.0, -0.6], [-2.0, -0.6, -0.3], [-1.7, -0.4, 0.8], [0.2, 0.0, -0.1], [0.2, -0.4, 0.2], [2.0, 0.5, -0.4]]
}